No. 1
The following is a DFT calculation (wB97M-V/def2-TZVPD) of a structure of composition C40H53BIrN6O4Te.

The value obtained for the relative energy (zero: lowest compared OMol25 entry of this formula, charge and spin) is 0.0000 eV. The value obtained for the strongest force on any atom is 0.343 eV/Å. Its multiplicity is 1. The total charge is +1. The orbital gap comes out at 7.30 eV.

Last column: Löwdin charge in e.
Geometry (Å):
Ir (0.406, -0.555, 0.420)  1.17
C (1.189, 1.695, 5.213)  0.00
C (0.401, 0.872, 4.253)  -0.24
C (-0.708, 0.099, 4.480)  0.03
C (-1.100, -0.441, 3.251)  -0.21
N (-0.211, -0.020, 2.313)  -0.06
N (0.696, 0.778, 2.951)  0.04
B (1.620, 1.703, 2.151)  -0.52
N (0.836, 2.296, 0.964)  0.04
N (0.266, 1.554, -0.058)  0.02
C (-0.285, 2.442, -0.916)  -0.18
C (-0.055, 3.733, -0.430)  0.03
C (0.647, 3.606, 0.741)  -0.25
C (1.137, 4.691, 1.640)  -0.01
C (-1.082, 2.210, -2.188)  -0.52
C (-0.693, 3.285, -3.221)  -0.05
C (-2.567, 2.424, -1.858)  -0.03
C (-0.812, 0.861, -2.849)  -0.04
N (2.771, 0.875, 1.592)  0.05
N (2.379, -0.054, 0.705)  -0.06
C (3.430, -0.355, -0.066)  -0.22
C (4.544, 0.343, 0.411)  0.06
C (4.082, 1.129, 1.449)  -0.24
C (4.802, 2.140, 2.275)  0.00
C (3.288, -1.179, -1.312)  -0.52
C (3.793, -2.606, -1.098)  0.00
C (1.816, -1.148, -1.706)  -0.08
C (4.094, -0.527, -2.441)  -0.02
C (-2.404, -1.235, 3.194)  -0.54
C (-3.502, -0.257, 3.675)  -0.03
C (-2.850, -1.732, 1.834)  -0.07
C (-2.321, -2.413, 4.173)  -0.04
H (0.808, 1.540, 6.220)  0.09
H (2.244, 1.423, 5.196)  0.09
H (1.115, 2.756, 4.977)  0.09
H (-1.202, -0.040, 5.424)  0.12
H (2.043, 2.570, 2.846)  0.12
H (-0.371, 4.656, -0.882)  0.12
H (0.823, 5.651, 1.236)  0.09
H (0.729, 4.593, 2.645)  0.09
H (2.224, 4.691, 1.718)  0.08
H (-1.005, 4.282, -2.913)  0.08
H (0.382, 3.296, -3.409)  0.09
H (-1.202, 3.065, -4.160)  0.09
H (-2.702, 3.433, -1.464)  0.09
H (-3.159, 2.336, -2.771)  0.10
H (-2.940, 1.704, -1.137)  0.06
H (0.158, 0.887, -3.351)  0.09
H (-0.810, 0.028, -2.156)  0.03
H (-1.572, 0.666, -3.607)  0.10
H (5.547, 0.316, 0.020)  0.12
H (5.862, 2.121, 2.036)  0.09
H (4.425, 3.144, 2.080)  0.08
H (4.683, 1.939, 3.339)  0.09
H (3.232, -3.126, -0.330)  0.05
H (3.712, -3.177, -2.026)  0.11
H (4.840, -2.604, -0.792)  0.10
H (1.192, -1.721, -0.969)  0.00
H (1.466, -0.128, -1.828)  0.06
H (1.618, -1.687, -2.635)  0.13
H (5.162, -0.558, -2.224)  0.09
H (3.930, -1.071, -3.373)  0.10
H (3.802, 0.513, -2.590)  0.10
H (-3.575, 0.600, 3.003)  0.10
H (-4.463, -0.772, 3.673)  0.09
H (-3.314, 0.110, 4.683)  0.08
H (-2.899, -0.916, 1.123)  0.06
H (-2.229, -2.529, 1.426)  0.02
H (-3.856, -2.141, 1.935)  0.10
H (-2.122, -2.090, 5.194)  0.08
H (-3.276, -2.940, 4.171)  0.10
H (-1.545, -3.125, 3.882)  0.05
O (-3.095, -0.418, -0.937)  0.05
C (-2.321, -1.330, -1.136)  -0.60
O (-1.170, -1.498, -0.526)  -0.35
C (-2.633, -2.422, -2.117)  -0.12
C (-3.869, -2.404, -2.745)  0.00
C (-4.229, -3.376, -3.683)  0.03
C (-3.299, -4.349, -3.951)  -0.21
O (-3.394, -5.390, -4.824)  0.05
C (-2.191, -6.145, -4.683)  -0.12
O (-1.328, -5.431, -3.793)  0.03
C (-2.060, -4.371, -3.329)  -0.20
C (-1.695, -3.426, -2.412)  0.07
H (-4.558, -1.611, -2.491)  0.12
H (-5.190, -3.367, -4.175)  0.13
H (-1.708, -6.242, -5.655)  0.14
H (-2.425, -7.123, -4.257)  0.14
H (-0.727, -3.441, -1.938)  0.09
C (0.938, -4.446, 0.075)  -0.36
Te (0.505, -2.943, 1.513)  1.63
C (2.469, -3.289, 2.255)  -0.36
C (2.883, -4.619, 1.668)  -0.30
C (4.020, -5.274, 2.133)  -0.03
C (4.433, -6.458, 1.548)  -0.06
C (3.716, -6.997, 0.487)  -0.06
C (2.584, -6.353, 0.020)  -0.03
C (2.157, -5.166, 0.609)  -0.30
H (1.094, -4.007, -0.910)  0.05
H (0.067, -5.097, 0.029)  0.07
H (2.432, -3.312, 3.343)  0.07
H (3.120, -2.469, 1.944)  0.06
H (4.581, -4.850, 2.957)  0.12
H (5.315, -6.963, 1.919)  0.11
H (4.038, -7.922, 0.028)  0.11
H (2.022, -6.772, -0.806)  0.12


No. 2
The following is a DFT calculation (wB97M-V/def2-TZVPD) of a structure of composition C21H15BF4IIrN3 at a distorted geometry.

The value obtained for the relative energy (zero: lowest compared OMol25 entry of this formula, charge and spin) is 6.5363 eV. The value obtained for the strongest force on any atom is 1.008 eV/Å. Its multiplicity is 2. The total charge is +2. The orbital gap (alpha / beta) comes out at 4.93 / 5.02 eV.

Last column: Löwdin spin population.
Geometry (Å):
Ir (-0.565, 0.493, 0.258)  0.80
I (2.102, 0.961, 1.017)  0.09
C (0.659, 2.024, -0.137)  0.00
C (-0.205, 4.629, -0.047)  -0.01
C (-1.411, 5.294, -0.616)  -0.01
C (-2.683, 4.998, -0.327)  0.00
C (-2.984, 3.743, 0.340)  -0.01
C (-3.893, 3.523, 1.362)  0.02
C (-3.996, 2.259, 1.985)  -0.01
C (-3.139, 1.213, 1.673)  0.03
C (-2.285, 1.381, 0.599)  0.03
C (-2.290, 2.598, -0.129)  0.01
H (0.073, 5.182, 0.865)  0.00
H (-1.170, 6.150, -1.237)  0.00
H (-3.486, 5.681, -0.569)  0.00
H (-4.499, 4.345, 1.719)  0.00
H (-4.711, 2.132, 2.789)  0.00
H (-3.127, 0.314, 2.273)  0.00
F (0.845, 4.741, -0.949)  0.00
B (-0.186, 3.146, 0.667)  0.01
F (1.000, 2.218, -1.372)  -0.01
F (-0.231, 3.099, 2.004)  0.01
F (-1.858, 2.585, -1.402)  0.02
C (-1.843, -3.294, -1.096)  0.00
C (-1.716, -1.965, -0.802)  0.02
N (-0.687, -1.514, -0.038)  0.01
C (0.252, -2.373, 0.395)  0.00
C (0.212, -3.724, 0.091)  0.00
C (-0.874, -4.184, -0.640)  0.00
C (1.271, -4.644, 0.561)  0.00
C (2.591, -4.518, 0.426)  0.00
C (3.388, -3.489, -0.283)  0.00
C (4.761, -3.648, -0.360)  0.00
C (5.482, -2.690, -1.057)  0.00
N (4.892, -1.653, -1.655)  0.00
C (3.571, -1.604, -1.535)  0.00
N (2.778, -2.444, -0.872)  0.00
H (-2.685, -3.631, -1.684)  0.00
H (-2.429, -1.229, -1.146)  0.01
H (1.038, -1.972, 1.010)  0.00
H (-0.953, -5.238, -0.877)  0.00
H (0.904, -5.548, 1.037)  0.00
H (3.190, -5.323, 0.837)  0.00
H (5.256, -4.492, 0.101)  0.00
H (6.560, -2.754, -1.142)  0.00
H (3.079, -0.775, -2.038)  0.00


No. 3
The following is a DFT calculation (wB97M-V/def2-TZVPD) of the molecule C2H7N5O2 at a distorted geometry.

The value obtained for the relative energy (zero: lowest compared OMol25 entry of this formula, charge and spin) is 1.4648 eV. The value obtained for the strongest force on any atom is 3.457 eV/Å. Its multiplicity is 1. The total charge is 0. As for the SMILES: [H]/N=C(\NO)N/C(N)=N/O. The orbital gap comes out at 9.09 eV.

Last column: natural (NBO) charge in e.
Geometry (Å):
H (2.885, 1.189, 0.565)  0.35
N (2.014, 1.626, 0.253)  -0.71
C (1.261, 0.638, -0.030)  0.54
N (1.688, -0.717, 0.008)  -0.39
O (3.041, -0.938, -0.242)  -0.55
N (-0.132, 0.843, -0.172)  -0.62
C (-1.231, 0.078, -0.047)  0.53
N (-0.996, -1.269, 0.164)  -0.83
N (-2.352, 0.705, -0.169)  -0.26
O (-3.385, -0.320, -0.021)  -0.62
H (1.281, -1.228, -0.797)  0.38
H (3.271, -1.479, 0.546)  0.48
H (-0.308, 1.844, -0.073)  0.43
H (-1.790, -1.735, 0.561)  0.41
H (-0.202, -1.347, 0.804)  0.39
H (-4.108, 0.205, 0.376)  0.48


No. 4
The following is a DFT calculation (wB97M-V/def2-TZVPD) of the molecule C4H7NO2 at a distorted geometry.

The value obtained for the relative energy (zero: lowest compared OMol25 entry of this formula, charge and spin) is 8.6025 eV. The value obtained for the strongest force on any atom is 3.901 eV/Å. Its multiplicity is 1. The total charge is 0. The orbital gap (alpha / beta) comes out at 7.38 / 7.38 eV.

Last column: natural (NBO) charge in e.
Geometry (Å):
C (-0.770, -1.406, 0.338)  0.29
C (0.459, -0.766, -0.306)  -0.60
C (0.293, 0.674, -0.794)  -0.36
C (-0.070, 1.636, 0.409)  0.02
N (-1.359, 1.549, 0.482)  -0.15
O (-1.053, -2.570, -0.279)  -0.67
O (0.930, 1.338, 1.385)  -0.74
H (1.105, -0.727, 0.662)  0.26
H (0.606, -1.426, -1.149)  0.23
H (1.246, 0.847, -1.333)  0.25
H (-0.534, 0.564, -1.604)  0.23
H (0.374, 2.648, 0.109)  0.25
H (-1.752, -2.968, 0.239)  0.50
H (0.525, 0.607, 1.840)  0.46


No. 5
The following is a DFT calculation (wB97M-V/def2-TZVPD) of a structure of composition C34H35BClFI2MgN3O11 at a distorted geometry.

The value obtained for the strongest force on any atom is 3.153 eV/Å. Its multiplicity is 1. The total charge is -1. The orbital gap comes out at 2.72 eV.

Last column: Löwdin charge in e.
Geometry (Å):
C (1.573, 2.223, 0.798)  -0.28
C (2.288, 0.889, 0.725)  -0.78
I (4.406, 1.365, 0.488)  0.87
C (1.926, -0.051, -0.449)  -0.73
I (1.213, 0.986, -2.175)  1.05
C (1.052, -1.269, -0.101)  -0.24
C (-0.304, -1.039, 0.607)  -0.19
C (-1.337, -0.166, -0.078)  -0.22
C (-1.903, 0.922, 0.558)  -0.12
C (-2.880, 1.700, -0.038)  -0.14
N (-3.353, 1.438, -1.258)  0.05
C (-2.796, 0.386, -1.871)  -0.14
C (-1.814, -0.440, -1.360)  -0.08
C (-0.201, -0.610, 2.070)  -0.07
N (0.822, -1.405, 2.843)  0.14
C (1.382, -2.594, 2.119)  -0.21
C (2.378, -3.283, 3.023)  -0.19
C (3.714, -2.895, 3.080)  -0.01
C (4.603, -3.522, 3.936)  -0.05
C (4.183, -4.544, 4.769)  -0.06
C (2.851, -4.934, 4.717)  -0.07
C (1.964, -4.316, 3.856)  -0.04
C (1.956, -2.250, 0.755)  -0.17
C (2.218, -3.503, -0.061)  -0.17
C (3.047, -3.394, -1.169)  -0.03
C (3.320, -4.476, -1.985)  -0.04
C (2.770, -5.714, -1.684)  -0.07
C (1.959, -5.855, -0.572)  -0.07
C (1.686, -4.754, 0.230)  -0.04
H (1.811, 2.682, 1.757)  0.06
H (1.951, 2.912, 0.051)  0.02
H (0.486, 2.154, 0.767)  -0.01
H (2.266, 0.357, 1.669)  0.04
H (2.870, -0.451, -0.796)  0.00
H (0.836, -1.796, -1.026)  0.12
H (-0.771, -2.031, 0.636)  0.16
H (-1.574, 1.199, 1.573)  -0.06
H (-3.304, 2.540, 0.488)  0.08
H (-3.175, 0.153, -2.860)  0.11
H (-1.442, -1.280, -1.930)  0.11
H (0.078, 0.438, 2.164)  0.09
H (-1.163, -0.704, 2.562)  0.15
H (0.355, -1.772, 3.671)  0.18
H (1.595, -0.844, 3.202)  0.18
H (0.550, -3.280, 1.975)  0.14
H (4.072, -2.086, 2.457)  0.11
H (5.625, -3.172, 3.937)  0.11
H (4.842, -5.067, 5.445)  0.11
H (2.518, -5.725, 5.373)  0.11
H (0.930, -4.644, 3.851)  0.12
H (2.916, -1.753, 0.889)  0.12
H (3.523, -2.458, -1.433)  0.11
H (3.973, -4.369, -2.836)  0.12
H (2.973, -6.564, -2.319)  0.11
H (1.518, -6.808, -0.322)  0.10
H (1.031, -4.925, 1.073)  0.10
C (1.341, 6.028, -4.381)  -0.10
C (0.281, 6.085, -3.289)  -0.26
C (0.035, 4.719, -2.632)  -0.20
C (-0.430, 3.738, -3.620)  -0.31
N (-0.791, 2.969, -4.390)  0.17
H (1.037, 5.375, -5.200)  0.07
H (1.509, 7.020, -4.800)  0.08
H (2.289, 5.662, -3.986)  0.09
H (-0.654, 6.465, -3.715)  0.10
H (0.591, 6.791, -2.518)  0.11
H (-0.719, 4.805, -1.841)  0.11
H (0.950, 4.340, -2.175)  0.10
B (-7.730, 3.190, -0.007)  -0.79
O (-7.694, 1.917, 0.692)  0.24
C (-8.805, 1.786, 1.410)  -0.38
O (-9.092, 0.853, 2.099)  0.16
C (-9.654, 3.049, 1.198)  -0.38
O (-10.718, 3.289, 1.684)  0.16
O (-8.984, 3.846, 0.364)  0.23
O (-6.540, 4.092, 0.375)  0.28
C (-5.936, 4.345, -0.698)  -0.45
O (-4.944, 5.104, -0.885)  -0.06
C (-6.574, 3.680, -1.885)  -0.48
O (-6.116, 3.843, -3.020)  0.04
O (-7.628, 3.037, -1.497)  0.25
Mg (-3.772, 4.600, -2.297)  1.31
Cl (-1.271, 3.105, 2.438)  -0.33
C (7.035, -3.567, -1.940)  -0.83
O (7.037, -4.763, -1.570)  -0.09
O (5.979, -2.812, -1.310)  -0.05
O (7.746, -2.951, -2.728)  -0.04
H (5.644, -3.561, -0.796)  0.04
F (-5.434, 2.316, -0.873)  -0.28


Q: Look up the strongest force on any atom of the first one.
A: 0.343 eV/Å


Q: Among the records above, which one has the highest multiplicity?
A: C21H15BF4IIrN3


Q: The highest total charge belongs to which entry?
A: C21H15BF4IIrN3